ORCA calculation (ωB97M-V/def2-TZVPD) on a molecular structure, C15H44Ba2Fe2N2O17P2 at a distorted geometry.

Properties
Molecular weight (Da): 972.808
Kohn-Sham gap (alpha / beta) (Ha): 0.1796 / 0.1339
E_tot (eV): -142786.990
Spin multiplicity: 9
Net charge: +2

```
84
Properties=species:S:1:pos:R:3:forces:R:3
Fe -6.949200 23.174914 -10.158725 -0.26 1.49 2.26
Fe -3.256795 21.941202 -13.764247 0.35 0.28 -1.26
Ba -3.831408 25.686337 -11.287194 -1.92 0.54 1.11
Ba -3.871806 22.632762 -8.106666 -1.17 0.53 -0.34
P -6.004318 25.075607 -8.598089 -5.59 6.23 0.20
O -6.765813 25.179790 -9.968282 1.06 -1.94 -3.14
O -6.297594 23.580555 -8.354435 0.42 -2.69 1.85
O -6.800492 26.189758 -7.879844 3.29 -2.78 0.52
O -4.480141 25.210608 -8.818669 2.00 -0.29 0.06
P -5.029219 22.618818 -11.954793 -2.98 4.13 2.72
O -4.153233 23.441476 -12.942151 0.27 1.25 -0.71
O -6.538439 22.908764 -12.060904 1.10 -2.08 -2.12
O -4.848630 23.191665 -10.535736 3.34 -1.29 -1.01
O -4.393329 21.288748 -12.293503 0.82 -2.02 -0.27
C -7.213821 20.469387 -8.437783 0.39 -1.00 -0.98
O -6.654625 21.090460 -9.639258 -0.41 1.56 1.66
H -7.206925 21.087916 -7.540305 0.02 0.38 -0.52
H -8.205134 20.083902 -8.676111 -0.12 0.31 0.26
H -6.570505 19.600526 -8.298783 -0.11 -0.13 0.56
H -6.492213 20.391235 -10.276680 -0.26 -0.56 -1.07
C 0.825011 21.873463 -13.330224 0.86 -0.43 -0.10
C -0.515263 21.185574 -13.189091 0.23 -0.12 0.64
C -0.531248 19.944181 -12.237249 1.33 -0.65 -0.34
O 0.289242 18.909701 -12.775124 -0.47 -0.90 0.29
C 0.063963 17.616193 -12.105665 0.41 0.41 -0.83
N -1.474751 22.210198 -12.653799 0.00 0.07 0.54
H 0.728908 22.854386 -13.795697 -0.19 0.16 0.28
H 1.549163 21.384519 -13.981850 -0.26 -0.52 0.06
H 1.303459 21.918590 -12.351881 0.05 0.39 0.06
H -0.887050 20.927863 -14.180796 -0.10 -0.21 -0.07
H -1.490744 19.481443 -12.006279 -0.55 0.67 -0.18
H -0.022729 20.165541 -11.298897 -0.40 0.77 0.45
H 0.980149 17.029064 -12.168872 0.03 0.27 -0.22
H -0.718190 17.060443 -12.622841 -0.08 0.08 -0.07
H -0.194452 17.645923 -11.047165 -0.02 0.67 0.11
H -1.265494 22.459931 -11.697796 -0.27 -1.29 1.35
H -1.225610 23.146154 -12.940186 0.22 0.20 -1.71
C -3.322700 18.386642 -13.947183 0.73 0.30 -0.02
C -3.163926 19.310376 -15.178883 1.97 -3.49 -0.96
C -3.413790 18.537639 -16.532001 -1.09 0.57 1.94
O -4.823298 18.319996 -16.618134 0.99 -0.53 0.84
C -5.149098 17.923072 -17.908264 -0.37 0.34 -2.42
N -4.058803 20.361476 -14.999944 -1.59 1.53 -0.28
H -2.390129 17.875575 -13.707985 -0.15 -0.38 -0.40
H -4.158709 17.692460 -14.032700 0.09 -0.02 -0.13
H -3.481195 18.998137 -13.058894 -0.30 0.16 0.09
H -2.117623 19.594891 -15.290355 0.06 0.54 0.32
H -2.860010 17.610693 -16.382974 0.07 -0.19 -0.75
H -3.122558 19.138545 -17.393512 0.48 -0.08 -0.04
H -4.500626 17.229299 -18.443303 0.40 -0.82 0.97
H -4.997371 18.763622 -18.585447 -0.52 0.62 -0.07
H -6.166955 17.555558 -18.038660 0.03 0.18 0.60
H -4.920898 19.850140 -14.875723 -1.13 0.39 0.66
H -4.242185 20.797100 -15.892528 0.09 0.65 -0.44
C -7.342339 24.870617 -14.495357 0.96 -0.65 0.64
C -6.217200 25.883988 -14.530780 -1.72 2.04 -1.58
O -5.059058 25.851092 -13.769444 1.72 -0.65 2.44
O -7.865855 24.871920 -13.176807 -0.34 0.00 -0.75
H -7.036916 23.865254 -14.785269 0.17 -0.31 -0.02
H -8.081917 25.155027 -15.243840 -0.06 0.35 0.14
H -6.754840 26.737973 -14.118746 0.14 0.45 -0.35
H -5.853986 26.139038 -15.526333 -0.60 -0.18 -0.40
H -4.695080 24.970540 -13.652163 -0.36 -0.62 -0.92
H -7.556542 24.044055 -12.801886 -0.19 0.20 0.27
C -3.194776 18.944997 -8.231347 0.53 1.67 -0.30
C -3.616029 19.372258 -9.627673 -1.62 -0.56 -0.03
O -3.183208 20.664226 -10.063397 1.55 -0.01 1.74
O -3.695992 19.965192 -7.338912 -0.07 0.67 -0.13
H -2.107059 19.004826 -8.268568 0.21 -0.49 0.58
H -3.593441 17.991049 -7.886168 0.20 -0.13 -0.60
H -4.700236 19.483505 -9.642532 -0.14 -0.80 -0.03
H -3.299848 18.591357 -10.319279 -0.04 -0.01 -0.15
H -3.598460 20.841377 -10.910610 -0.19 -0.10 -0.37
H -3.341152 19.897634 -6.449456 0.12 -0.56 0.17
C -7.023002 19.123657 -12.736679 -1.31 0.09 -0.72
C -7.992699 20.201641 -13.295824 2.13 -0.50 0.71
O -7.198041 21.125469 -14.030034 -0.18 -0.32 -0.98
O -6.143719 19.658035 -11.746404 -1.29 -1.53 0.77
H -6.457410 18.580752 -13.493960 0.25 0.55 -0.50
H -7.693345 18.321333 -12.428441 0.32 -0.03 1.35
H -8.361542 20.777502 -12.447033 -0.67 -0.43 0.17
H -8.784383 19.702645 -13.854690 0.07 0.47 -0.30
H -6.898035 21.738402 -13.354827 -0.26 0.53 -0.06
H -5.425612 20.188325 -12.099579 -0.13 -0.36 -0.74
```
Forces are in eV/Å.

Mulliken charges, unit e, in atom order: 0.5609, -1.1895, 1.8461, 2.0863, 0.7894, -0.7146, -0.7346, -0.7541, -0.9153, -0.0855, -0.9660, -0.0736, -0.6757, 3.6514, -0.6018, 0.0567, 0.2156, 0.2956, 0.2155, 0.3685, -1.6783, 0.6957, 0.3014, -0.4532, -0.7184, -0.4179, 0.5496, 0.3534, 0.3693, -0.4556, -0.3010, 0.5687, 0.3158, 0.2878, 0.2617, 0.2768, 0.2867, -0.3530, 0.7076, -1.1997, -0.2424, -0.8999, -0.1449, 0.0924, 0.5435, -0.5740, 0.1688, 0.4224, 0.5657, 0.3524, 0.3650, 0.2650, 0.1444, 0.2606, -0.2135, -0.6395, -0.5054, -0.5697, 0.0951, 0.3923, 0.3182, 0.3590, 0.3526, 0.3377, -0.8258, 0.7904, -0.6149, -0.5151, 0.4484, 0.3606, -0.4916, 0.1939, -0.2040, 0.2634, -0.3976, -0.3186, -0.5456, -0.8629, 0.1016, 0.4575, 0.1417, 0.4863, -0.0615, -0.4247

***

ORCA calculation (ωB97M-V/def2-TZVPD) on a molecular structure, C15H44FHfN2O9 at a distorted geometry.

Properties
Molecular weight (Da): 594.010
Kohn-Sham gap (Ha): 0.1033
E_tot (eV): -41667.606
Spin multiplicity: 1
Net charge: +3

```
72
Properties=species:S:1:pos:R:3:forces:R:3
Hf 2.505672 -0.541962 0.188798 -9.10 -2.02 1.55
F 0.251672 -0.589723 -0.283012 5.09 0.44 0.69
C -0.312208 2.051708 -2.087012 -0.30 -0.24 -0.50
O 0.084272 3.100278 -1.239042 0.75 0.19 0.95
H 0.594412 1.554977 -2.432552 0.16 0.00 -0.11
H -0.905528 1.307058 -1.556372 -0.27 -0.01 -0.14
H -0.821958 2.427948 -2.973962 -0.10 -0.17 0.07
H -0.640928 3.678947 -0.992402 -0.28 0.00 -0.28
C -3.356198 -2.776512 -2.616712 0.25 -0.62 -0.91
C -2.041918 -2.323902 -3.243652 -0.74 1.82 0.16
C -2.291798 -0.842633 -3.772772 0.43 -0.39 -0.48
O -1.127278 -0.192883 -4.269472 0.43 -0.61 0.74
C -1.424248 0.855988 -5.168042 0.65 -0.26 -0.53
N -1.093248 -2.350462 -2.171482 1.42 0.69 1.47
H -3.175848 -3.682612 -2.038302 -0.19 -0.36 -0.40
H -4.045048 -2.934462 -3.446562 -0.49 -0.17 0.54
H -3.718798 -2.075572 -1.864842 -0.10 0.39 -0.39
H -1.599218 -2.993912 -3.980672 -0.79 0.21 -0.68
H -2.650158 -0.149742 -3.011472 -0.44 -0.52 0.76
H -3.054538 -0.827383 -4.551292 -0.12 -0.42 -0.16
H -2.189578 1.560627 -4.842702 -0.26 -0.18 0.27
H -1.699888 0.390128 -6.114132 -0.18 0.39 -0.21
H -0.493278 1.410348 -5.286722 -0.06 0.02 -0.23
H -0.577098 -1.484072 -2.116302 0.42 0.25 -0.42
H -1.610758 -2.314712 -1.304872 -0.13 -0.36 0.29
C 2.547102 2.321097 2.870368 1.13 0.87 1.44
C 1.438352 2.586638 1.912758 0.32 0.09 3.79
C 1.232512 4.094118 1.611158 -0.09 -0.81 0.30
O 2.306452 4.560888 0.842158 -0.89 -1.16 0.12
C 2.091312 5.854888 0.317498 0.94 0.69 -0.79
N 1.739612 1.792838 0.750578 0.26 -1.39 -2.64
H 2.759052 1.292567 3.162438 -0.09 -0.40 -0.74
H 2.315562 2.714028 3.860368 0.12 0.61 -0.09
H 3.441342 2.816228 2.491848 0.31 -0.07 0.29
H 0.549732 2.260688 2.453308 -0.38 -0.25 -0.75
H 1.103852 4.683358 2.519088 0.47 -0.27 0.56
H 0.209782 4.117248 1.234868 0.06 0.56 -1.28
H 1.232472 5.890088 -0.352762 -0.26 0.05 0.31
H 2.965142 6.065848 -0.298962 -0.02 -0.01 0.01
H 2.096222 6.614857 1.098858 -0.45 -0.07 0.10
H 2.304732 2.464928 0.251558 1.16 0.56 -0.69
H 0.903152 1.954928 0.208218 -1.02 -0.59 -1.26
C 1.118922 -1.152542 3.615708 0.21 -3.11 0.62
C 0.159612 -2.387182 3.608758 0.18 0.55 2.40
O 0.763162 -3.621552 3.233338 0.69 0.80 -1.85
O 1.193192 -0.501543 2.363438 2.27 -0.09 -2.13
H 2.106342 -1.571452 3.809668 0.15 0.19 0.27
H 0.865012 -0.466042 4.423378 -0.13 0.14 -0.29
H -0.832818 -2.184812 3.205978 0.20 -0.07 -0.65
H 0.011562 -2.629232 4.661178 -0.46 1.05 0.46
H 0.164272 -4.295962 3.562118 0.13 -0.54 -0.16
H 0.360532 -0.026413 2.313168 -1.58 0.85 -0.76
C -2.529828 0.068557 2.506978 -1.78 -1.16 -1.51
C -2.800458 -0.257882 1.019078 -0.61 -0.39 0.50
O -2.188188 -1.456832 0.547318 -0.07 0.20 0.68
O -1.217858 0.527858 2.603668 1.55 1.29 0.72
H -2.673478 -0.760333 3.200098 -0.16 -0.33 -0.33
H -3.215928 0.850498 2.832478 -0.10 0.07 -0.14
H -2.444698 0.557328 0.389018 -0.06 0.40 0.18
H -3.874868 -0.348632 0.859378 0.01 -0.11 0.04
H -1.285518 -1.206842 0.336858 0.15 -0.17 -0.01
H -1.366428 1.330708 3.108608 0.90 0.30 0.19
C 1.962662 -3.601222 -1.359882 -0.57 -1.43 1.22
C 2.473362 -3.941902 0.070778 1.54 -1.04 -2.92
O 2.218612 -2.851602 0.931168 0.83 2.94 -1.01
O 2.269032 -2.225322 -1.648092 0.96 2.18 2.00
H 0.889002 -3.786492 -1.391862 -0.21 0.55 -0.35
H 2.454202 -4.167872 -2.150702 0.08 -0.35 0.37
H 3.540692 -4.132372 -0.041562 0.38 0.55 0.43
H 2.148562 -4.928052 0.402588 -0.89 0.43 0.36
H 1.878452 -3.131872 1.784008 -0.94 -0.52 1.43
H 2.009992 -2.043662 -2.554462 -0.29 0.36 -0.54
```
Forces are in eV/Å.

Mulliken charges, unit e, in atom order: 1.3521, 0.3912, -0.4138, -0.4872, 0.0810, 0.0051, 0.4716, 0.2760, -1.5388, 0.2005, -0.6757, -0.3203, -0.9721, -0.3418, 0.4652, 0.4308, 0.3357, 0.3573, 0.2049, 0.5713, 0.3985, 0.3756, 0.2941, 0.0288, 0.3065, -1.8638, 1.3379, -1.0265, -0.3565, -0.8047, -0.1169, 0.3123, 0.4282, 0.4546, -0.4566, 0.6574, 0.3296, 0.3091, 0.2776, 0.3372, 0.6327, 0.0011, -0.7909, -0.6865, -0.6223, 0.7744, 0.5063, 0.4715, 0.3422, 0.5357, 0.3445, -0.0181, -0.7923, -0.2835, -0.5397, -0.3748, 0.3160, 0.5444, 0.0408, 0.5564, -0.0565, 0.2060, -0.2401, -0.5210, -0.3169, -0.5950, 0.2056, 0.5196, 0.3421, 0.4613, 0.1024, 0.3190

***

Look up the net charge of the first one.
+2

***

What is the net charge in the first record?
+2